Density functional theory data (ωB97M-V with the def2-TZVPD basis set) for 14 unconnected molecules or ions with the total composition C24H76O14 at a distorted geometry.

Element x y z (Å)
O1 -13.98944 -18.94461 -15.38191
H1 -13.42564 -19.51512 -14.84506
H2 -13.49741 -18.81120 -16.20203
O2 -16.27530 -17.42420 -15.18779
H3 -15.92292 -16.52565 -15.21991
H4 -15.48336 -18.00133 -15.21162
O3 -18.48565 -14.01249 -12.06095
H5 -18.18715 -14.85205 -12.45844
H6 -18.72147 -13.44558 -12.80175
O4 -17.98810 -16.57475 -13.12560
H7 -17.53634 -17.01062 -13.87816
H8 -18.92210 -16.81205 -13.22192
O5 -16.83498 -20.54068 -16.18297
H9 -16.35226 -20.28024 -16.97485
H10 -16.64681 -19.84686 -15.54151
O6 -18.60927 -18.56015 -8.52649
H11 -18.07559 -18.44493 -9.34274
H12 -19.19396 -17.79583 -8.50148
C1 -16.76818 -21.19970 -6.26197
C2 -16.10702 -22.54817 -6.33628
C3 -15.05638 -22.53254 -7.43785
O7 -15.49794 -22.82504 -5.07874
H13 -16.07762 -20.40389 -5.97850
H14 -17.69721 -21.04870 -5.71236
H15 -17.07575 -20.94995 -7.28632
H16 -16.82436 -23.33323 -6.60445
H17 -15.44626 -22.29406 -8.43230
H18 -14.53531 -23.48473 -7.58922
H19 -14.25740 -21.80094 -7.27923
H20 -14.99522 -23.64339 -5.14494
C4 -14.57394 -17.87484 -5.39740
C5 -13.42375 -18.31410 -6.28495
C6 -12.90458 -17.16092 -7.13805
O8 -12.34281 -18.84797 -5.50767
H21 -14.43982 -16.86124 -5.01318
H22 -14.79802 -18.53668 -4.56298
H23 -15.46041 -17.87516 -6.04268
H24 -13.72231 -19.08324 -7.00170
H25 -12.09137 -17.46842 -7.79629
H26 -12.57449 -16.32019 -6.51947
H27 -13.67004 -16.73421 -7.79763
H28 -12.12596 -18.17616 -4.85051
C7 -15.29875 -19.35699 -10.12091
C8 -15.89068 -18.61870 -11.30147
C9 -16.20865 -19.64329 -12.41147
O9 -17.12355 -18.05372 -10.84882
H29 -14.27906 -19.63250 -10.41093
H30 -15.87964 -20.24628 -9.88219
H31 -15.20468 -18.73305 -9.23092
H32 -15.24701 -17.82519 -11.69305
H33 -16.98491 -20.29141 -12.00385
H34 -15.32236 -20.23031 -12.66066
H35 -16.61668 -19.18870 -13.31291
H36 -17.52682 -17.50659 -11.54754
C10 -15.34144 -14.99402 -10.45661
C11 -16.15967 -14.67944 -9.19771
C12 -15.32739 -14.13868 -8.03991
O10 -17.18753 -13.75922 -9.50622
H37 -14.99998 -14.06697 -10.92676
H38 -15.94329 -15.58651 -11.14131
H39 -14.40602 -15.49653 -10.18395
H40 -16.58849 -15.65325 -8.91227
H41 -14.76864 -13.30121 -8.47073
H42 -14.61603 -14.91380 -7.75687
H43 -15.90938 -13.77730 -7.19936
H44 -17.61651 -13.96625 -10.35125
C13 -21.86473 -21.06735 -11.90496
C14 -20.35309 -20.77323 -11.94945
C15 -19.68604 -21.23896 -10.66171
O11 -19.76144 -21.31562 -13.09954
H45 -22.36828 -20.65868 -12.77784
H46 -22.26270 -20.69538 -10.95545
H47 -22.12561 -22.13205 -11.84843
H48 -20.32704 -19.68100 -12.00122
H49 -20.07716 -20.72447 -9.77963
H50 -18.61658 -21.03347 -10.59666
H51 -19.87023 -22.30704 -10.51402
H52 -19.88714 -22.26778 -13.14326
C16 -16.56742 -23.48636 -13.72184
C17 -16.86049 -24.31486 -14.98463
C18 -17.69385 -25.52368 -14.71076
O12 -17.56898 -23.50838 -15.93002
H53 -17.45223 -23.19478 -13.16136
H54 -15.98693 -22.61526 -14.02809
H55 -15.95260 -24.11946 -13.07289
H56 -15.92998 -24.64128 -15.46880
H57 -17.82240 -26.16080 -15.59633
H58 -18.75281 -25.29301 -14.54067
H59 -17.33351 -26.17455 -13.91497
H60 -17.21405 -22.61268 -15.90021
C19 -10.57172 -20.40526 -10.62861
C20 -10.63946 -21.81463 -10.02855
C21 -12.09618 -22.25514 -9.91163
O13 -9.97202 -22.68129 -10.94405
H61 -11.35318 -19.81352 -10.14462
H62 -10.79587 -20.49819 -11.69159
H63 -9.62393 -19.89657 -10.47151
H64 -10.16740 -21.77046 -9.04466
H65 -12.14778 -23.26464 -9.50710
H66 -12.63157 -22.09196 -10.84695
H67 -12.60253 -21.58498 -9.20723
H68 -10.31054 -23.57432 -10.83970
C22 -11.97917 -17.17899 -12.52614
C23 -11.17923 -16.15728 -11.73293
C24 -9.76089 -16.69739 -11.45487
O14 -11.07643 -14.91803 -12.41417
H69 -11.53609 -17.24081 -13.52856
H70 -13.00193 -16.85226 -12.72342
H71 -11.91183 -18.16717 -12.07321
H72 -11.67417 -15.96753 -10.77901
H73 -9.28125 -16.94324 -12.40281
H74 -9.72580 -17.50446 -10.72653
H75 -9.22212 -15.87109 -10.98227
H76 -10.31714 -14.96775 -13.00480

Calculated values
M ... 588.9 u
Frontier orbital gap ... 8.93 eV
Total charge ... 0
ΔE to the lowest compared entry with this formula, charge and spin ... 1.2701 eV
DFT total energy ... -2013.336712 hartree